# 1
C21H39N5O13PY as an isolated structure, computed with wB97M-V/def2-TZVPD.

Last column: Löwdin charge in e.
Element x y z (Å)
Y -19.71103 22.92963 8.38064  1.48
P -19.75438 25.22855 9.58244  0.02
O -19.99647 23.62408 6.03162  -0.05
O -19.05291 25.06162 8.19278  -0.46
O -21.11274 24.55515 9.18156  -0.45
O -20.65678 21.56276 10.32925  -0.02
O -21.85103 22.39300 7.61481  -0.07
O -14.57004 19.05415 11.96423  0.09
O -19.77775 26.53428 10.32361  -0.36
O -17.56367 22.05288 9.88688  0.08
O -18.09061 23.26986 12.28894  0.09
O -17.76976 22.48576 7.09876  -0.08
O -19.04739 23.98489 10.20087  -0.44
O -19.76346 20.52241 7.92166  -0.06
O -14.87291 20.46107 14.23617  0.08
N -20.86538 19.96742 11.90970  -0.17
N -23.80221 21.70448 6.69401  -0.18
N -19.73380 18.80383 6.45598  -0.17
N -19.96270 24.27141 3.88059  -0.17
N -16.11937 21.91311 5.68492  -0.17
C -16.03230 20.53843 10.86926  0.07
C -15.35382 20.13216 11.94569  -0.25
C -21.07402 19.59142 13.28641  -0.06
C -20.64880 21.22154 11.49597  -0.27
C -19.31772 17.44801 6.15852  -0.05
C -14.92536 22.27904 4.94011  -0.04
C -16.96627 21.68580 10.86222  -0.28
C -16.82356 20.70166 5.28844  -0.03
C -20.67960 19.44661 5.56247  -0.03
C -25.10804 21.13767 6.88537  -0.07
C -20.28335 25.28452 2.90806  -0.07
C -20.34942 24.39483 5.17184  -0.27
C -19.44123 19.38606 7.62418  -0.30
C -16.52403 21.89032 13.30449  0.05
C -15.53447 20.81361 13.28311  -0.35
C -16.68457 22.72011 6.59878  -0.25
C -17.16597 22.33849 12.20430  -0.25
C -22.90767 21.80686 7.71161  -0.25
C -19.18423 23.14447 3.40633  -0.03
C -23.55396 22.29164 5.39156  -0.03
C -21.17676 18.93823 10.95575  -0.05
H -18.45430 23.59619 11.36666  0.02
H -20.51587 20.51834 5.45643  0.08
H -14.23039 21.43645 5.00971  0.09
H -18.81129 18.77883 8.29242  0.15
H -22.56000 22.70911 5.27494  0.07
H -20.54845 18.99509 10.06767  0.06
H -16.52221 19.91667 5.98797  0.10
H -24.27404 23.10179 5.24818  0.10
H -18.49519 17.10597 6.78623  0.09
H -17.90566 20.77657 5.34711  0.06
H -25.87696 21.75277 6.41430  0.09
H -25.24386 20.11804 6.50640  0.09
H -20.69886 20.25817 14.06180  0.10
H -23.25094 21.20203 8.56620  0.15
H -19.05250 17.34780 5.10973  0.09
H -16.08491 23.60462 6.84027  0.16
H -18.10949 23.33956 3.40277  0.09
H -15.15586 22.38963 3.87976  0.09
H -21.72626 19.20459 5.74160  0.10
H -20.92675 17.93388 11.30842  0.09
H -20.60921 18.63544 13.53766  0.09
H -22.14840 19.45170 13.45236  0.09
H -14.04285 19.06112 12.78075  0.12
H -19.38228 25.62130 2.38720  0.09
H -25.40935 21.05310 7.93150  0.09
H -20.43665 19.07688 4.55829  0.09
H -22.22714 18.92652 10.65427  0.10
H -15.91672 19.97934 9.94620  0.12
H -16.55103 20.45631 4.26272  0.09
H -20.63656 26.20410 3.37823  0.09
H -21.02497 25.02057 2.15100  0.09
H -23.69719 21.53731 4.61428  0.09
H -14.44855 23.14825 5.38096  0.09
H -19.34636 22.22680 3.96700  0.07
H -20.46837 21.90026 12.33919  0.16
H -19.54222 22.98305 2.38770  0.09
H -21.04190 25.21718 5.37612  0.16
H -20.11360 16.73539 6.40259  0.09
H -16.73092 22.27692 14.29346  0.13

Results
gap between HOMO and LUMO	5.539	eV
DFT total energy	-2455.447241	Eh
highest occupied orbital energy	-6.007	eV


# 2
C15H45F2KNO24P5S2 as an isolated structure, computed with wB97M-V/def2-TZVPD.

Last column: Löwdin charge in e.
Element x y z (Å)
K 7.86203 -4.80663 15.35383  0.90
S 9.46507 -1.82130 17.09739  0.45
S 10.61842 -3.99851 17.28502  0.48
P 6.81611 3.10218 12.41268  0.34
P 8.82842 4.29702 16.40640  0.34
P 9.02580 -8.96923 14.96346  0.34
P 13.08216 2.24551 17.71173  0.32
P 14.15501 -2.15319 22.84089  0.33
F 10.20895 -5.07398 18.36753  -0.17
F 8.18307 -1.30513 16.26275  -0.21
O 7.91800 5.50407 16.88946  -0.20
O 13.84414 -3.20349 23.80507  -0.23
O 12.42940 1.09338 18.56236  -0.18
O 9.74628 -8.99845 16.36613  -0.20
O 5.36808 2.48188 12.23997  -0.23
O 10.13847 -9.59222 14.02250  -0.20
O 9.48020 3.68186 17.72446  -0.23
O 7.29206 3.33922 10.93290  -0.18
O 8.47913 -7.69594 14.52103  -0.26
O 6.93904 4.26279 13.25424  -0.18
O 14.20424 -0.71314 23.49752  -0.21
O 7.74882 1.90541 12.92737  -0.20
O 7.92359 -10.08060 15.07718  -0.17
O 13.13841 -1.97368 21.64321  -0.19
O 9.36911 -1.12354 18.32895  -0.24
O 13.54025 3.30794 18.78253  -0.21
O 14.45309 1.64243 17.24857  -0.20
O 9.78922 4.70462 15.39968  -0.19
O 12.19400 2.76009 16.67449  -0.21
O 11.60429 -3.26772 17.96938  -0.25
O 7.75149 3.19273 16.05449  -0.20
O 11.04798 -4.68104 16.11284  -0.27
O 10.54054 -1.47370 16.22239  -0.27
O 15.58355 -2.23118 22.17526  -0.22
N 9.09104 -3.35704 17.13004  -0.41
C 10.59008 4.41156 18.25641  -0.11
C 8.06374 -11.20671 15.92584  -0.10
C 14.48716 0.61030 16.23451  -0.06
C 13.33388 -2.71121 20.43200  -0.08
C 11.20004 1.31681 19.23623  -0.08
C 16.48570 -3.29618 22.51631  -0.08
C 4.44301 2.53752 13.32476  -0.09
C 7.23511 2.35033 9.92762  -0.11
C 12.97909 -0.18900 24.02119  -0.10
C 7.34236 0.54699 12.93636  -0.12
C 10.67703 -7.98365 16.67110  -0.10
C 7.19774 5.42165 18.11083  -0.11
C 8.09053 1.81724 16.18125  -0.10
C 14.08627 4.54845 18.26945  -0.07
C 10.40124 -9.03136 12.71916  -0.07
H 4.84672 2.86430 14.28556  0.09
H 10.56313 -7.68113 17.71526  0.09
H 17.20925 -2.89397 23.22738  0.09
H 12.56601 0.55186 23.33588  0.09
H 6.22090 1.96701 9.78311  0.09
H 11.73248 -8.25665 16.60206  0.10
H 9.16046 1.64317 16.36281  0.09
H 10.31078 1.10361 18.65676  0.07
H 14.66270 -0.35621 16.70291  0.09
H 7.70901 6.02170 18.86254  0.09
H 11.27978 0.77121 20.17502  0.10
H 10.79331 3.95929 19.23083  0.07
H 11.37806 -8.56080 12.71669  0.09
H 8.76301 -11.08783 16.75950  0.09
H 8.19438 -0.04614 12.60169  0.10
H 15.15808 4.40520 18.20740  0.09
H 6.47310 0.34497 12.31446  0.08
H 7.10505 4.39645 18.47651  0.08
H 7.94319 1.28550 15.24119  0.05
H 7.48915 2.82334 8.97823  0.09
H 11.08702 2.35705 19.57482  0.06
H 13.77409 5.33043 18.96177  0.09
H 13.58454 4.83518 17.34400  0.09
H 12.84407 -3.68730 20.43296  0.09
H 11.47807 4.16235 17.67944  0.03
H 7.10650 -11.49480 16.34666  0.09
H 7.59917 1.36328 17.04138  0.10
H 4.04106 1.53608 13.48280  0.09
H 10.43643 -9.87021 12.02048  0.09
H 15.26057 0.93664 15.55134  0.09
H 16.00229 -4.10969 23.05558  0.08
H 3.64137 3.23451 13.08606  0.09
H 6.17714 5.76893 17.95741  0.09
H 14.37904 -2.76074 20.14081  0.09
H 16.95137 -3.62746 21.59504  0.09
H 10.36365 5.47042 18.34397  0.10
H 8.53716 -12.06634 15.43645  0.10
H 7.94540 1.53528 10.07897  0.09
H 13.19872 0.21874 25.00210  0.09
H 7.12603 0.20608 13.95325  0.07
H 9.56255 -8.42476 12.39026  0.08
H 13.51028 0.51325 15.75749  0.09
H 10.56121 -7.05892 16.10211  0.06
H 12.20201 -0.95330 24.10463  0.09
H 12.79330 -2.20822 19.63273  0.07

Results
gap between HOMO and LUMO	8.462	eV
DFT total energy	-5762.310022	Eh
highest occupied orbital energy	-9.419	eV